The following is a quantum chemistry calculation of C5H7NO in the gas phase at a distorted geometry, from the OMol25 dataset.

## Properties
Energy above the lowest of the compared OMol25 structures with the same formula, charge and spin   186.4 kJ/mol
HOMO-LUMO gap   8.70 eV
Highest occupied orbital energy   -7.62 eV
Calculated total energy   -324.653453 a.u.
Spin multiplicity   1
Molar mass   97.12 Da
Total charge   0
SMILES string   Cc1cc(N)co1

Each line ends with the Löwdin charge.
CARTESIAN COORDINATES (ANGSTROEM)
1 C -1.2441 -0.2350 -0.0628  -0.349
2 O 0.3702 1.3026 0.0074  0.025
3 C -0.9852 1.1150 -0.0517  -0.121
4 N -2.5140 -0.5334 0.3713  0.093
5 H 2.8387 0.8981 -0.4346  0.087
6 H 2.6494 0.1164 1.1451  0.090
7 H -1.5283 1.8073 -0.6781  0.124
8 C -0.0015 -0.9121 -0.2155  0.036
9 C 2.3884 0.0484 0.0835  -0.012
10 H -2.8099 0.4181 0.6304  0.094
11 H 0.2238 -1.9599 -0.3686  0.113
12 C 0.9226 0.0864 -0.0840  -0.357
13 H 2.7792 -0.8863 -0.3189  0.085
14 H -3.0895 -1.2655 -0.0237  0.092